(1)
30
Properties=species:S:1:pos:R:3:forces:R:3:lowdin_charge:R:1 method="wB97M-V/def2-TZVPD" spin_multiplicity=1 charge=-1 homo_ev=-4.80
C -0.4338 0.7285 3.2280 -0.501 -0.122 0.193 -0.152
C -1.1484 -0.5281 2.7071 0.085 -0.084 0.525 -0.390
C -0.2251 -1.6124 2.1364 -0.037 0.784 -0.378 -0.729
Cl -1.2996 -2.6938 1.1057 0.036 -0.252 0.151 0.444
Al 1.4864 -1.0119 1.1179 0.106 -0.358 -0.246 0.257
C 1.4980 -1.7454 -0.7828 -0.017 0.565 0.239 -0.309
C 0.8410 -0.9056 -1.8979 0.210 -0.761 0.182 -0.296
C -0.5545 -0.4131 -1.5391 0.010 0.219 -0.472 -0.241
C -1.0650 0.8577 -2.2273 -0.599 0.318 0.661 -0.226
S 0.0550 2.2360 -2.2798 0.786 -0.999 -1.019 0.557
O 0.7006 2.2348 -3.5572 -0.093 0.186 -0.713 -0.303
O 0.9277 2.3093 -1.1675 -0.145 0.308 1.137 -0.272
O -0.9815 3.4561 -2.2636 -0.040 0.437 0.212 -0.181
H 0.6100 0.5552 3.4530 0.258 0.003 -0.070 0.041
H -0.5243 1.5370 2.5147 0.353 0.169 -0.202 0.055
H -0.9161 1.0653 4.1458 -0.055 0.066 0.138 0.055
H -1.6983 -0.9568 3.5468 -0.264 -0.128 0.055 0.080
H -1.9102 -0.2345 1.9925 -0.019 0.014 -0.319 0.070
H 0.0707 -2.2329 2.9753 0.102 -0.329 0.020 0.024
H 1.6442 0.5819 1.1848 -0.090 0.171 -0.085 -0.079
H 2.7481 -1.6507 1.9219 0.033 -0.165 0.118 -0.111
H 1.0954 -2.7577 -0.7888 -0.161 -0.170 0.028 0.024
H 2.5511 -1.8493 -1.0463 0.237 -0.100 -0.021 0.027
H 0.7495 -1.5553 -2.7708 -0.040 0.177 -0.409 0.095
H 1.5140 -0.1053 -2.1859 0.010 0.317 0.101 0.084
H -0.6954 -0.3130 -0.4686 0.200 0.111 0.203 0.068
H -1.2628 -1.1685 -1.8680 -0.227 -0.229 0.236 0.108
H -1.4050 0.7030 -3.2426 0.250 0.000 -0.353 0.101
H -1.9350 1.2018 -1.6715 -0.103 0.152 0.077 0.100
H -0.4366 4.2679 -2.2724 -0.283 -0.301 0.011 0.097

---

(2)
81
Properties=species:S:1:pos:R:3:forces:R:3:lowdin_charge:R:1 method="wB97M-V/def2-TZVPD" spin_multiplicity=1 charge=+2 homo_ev="-12.20 / -12.20"
Zr -5.8712 -11.3661 -13.3854 2.755 -0.064 0.463 1.752
C -4.2145 -14.4541 -13.1620 1.838 1.623 1.603 -0.135
N -4.6821 -13.4176 -12.1913 0.199 -0.467 -0.389 -0.197
C -5.8583 -13.9753 -11.5059 0.487 -0.366 -1.464 -0.157
C -6.5802 -12.9579 -10.7508 -1.415 1.140 0.006 -0.264
C -7.4897 -13.3958 -9.7851 0.322 -0.047 0.161 0.006
C -8.2027 -12.4844 -9.0333 0.293 1.242 -0.322 0.012
C -7.9312 -11.0976 -9.2611 0.173 -1.298 -0.649 -0.005
C -7.1038 -10.7551 -10.3216 0.186 0.038 -1.173 -0.090
N -6.4852 -11.6545 -11.1685 -1.117 -1.084 2.329 -0.024
C -3.6613 -13.0787 -11.1458 -0.734 -0.889 0.116 -0.155
C -2.4484 -12.3339 -11.6163 0.599 -0.351 -1.062 -0.658
C -1.8609 -11.5430 -10.5359 0.595 1.554 0.490 -0.129
C -1.9728 -10.1957 -10.4277 -0.903 -0.578 -0.240 -0.064
C -2.9212 -9.3003 -11.1164 0.119 0.042 -1.538 -0.052
C -3.6421 -9.5347 -12.2894 1.319 2.185 4.059 -0.229
N -3.8112 -10.6946 -12.9124 -1.960 -2.016 -1.766 -0.197
C -4.9687 -14.4001 -14.4056 -1.524 0.110 -1.972 -0.233
C -4.7235 -15.3996 -15.3718 0.013 0.947 0.317 0.011
C -5.4060 -15.3842 -16.5781 -0.626 -0.046 0.557 0.016
C -6.4671 -14.4350 -16.6794 0.211 -0.951 -1.526 -0.019
C -6.7423 -13.5574 -15.6768 0.669 0.354 0.704 -0.121
N -5.9159 -13.4273 -14.5936 0.043 -1.165 0.470 -0.014
H -4.2548 -15.4247 -12.6641 0.021 -0.251 -0.299 0.153
H -3.1275 -14.2195 -13.3357 -0.978 -0.574 -0.021 0.090
H -5.6233 -14.8490 -10.9053 0.204 -0.088 0.314 0.149
H -6.5040 -14.3323 -12.3100 -0.284 -0.200 0.036 0.138
H -7.6143 -14.4772 -9.6575 0.091 0.487 0.115 0.141
H -8.9398 -12.8276 -8.3068 0.236 0.261 -0.127 0.131
H -8.4220 -10.3153 -8.7124 -0.015 0.084 0.258 0.114
H -6.9207 -9.7243 -10.6523 -0.282 -0.401 0.545 0.110
H -3.2041 -13.9685 -10.6467 -1.080 0.266 -0.116 0.139
H -4.2931 -12.5041 -10.4566 0.953 0.096 0.235 0.130
H -1.2581 -12.0924 -9.8257 0.247 0.120 -0.075 0.107
H -1.3464 -9.6848 -9.7100 -0.153 -0.183 0.395 0.107
H -3.0081 -8.2907 -10.6708 0.273 -0.598 -0.625 0.101
H -4.1613 -8.6602 -12.6257 -0.550 0.113 -0.280 0.075
H -3.9188 -16.0754 -15.1128 -0.143 -0.320 -0.340 0.132
H -5.2102 -16.1870 -17.3257 -0.222 1.064 0.441 0.143
H -7.0624 -14.3621 -17.6028 0.183 -0.325 0.622 0.131
H -7.6246 -12.9120 -15.6768 0.565 -0.228 -0.299 0.074
I -9.4232 -11.2937 -13.8580 0.894 -0.036 0.372 1.059
C -8.8502 -10.6023 -15.7569 -0.454 -0.247 -0.331 -0.646
C -9.9060 -10.3765 -16.5694 -1.591 0.582 -0.927 -0.155
C -9.6933 -10.1417 -17.9777 -0.899 0.065 1.322 -0.037
C -8.4308 -10.1052 -18.4722 -0.059 0.390 0.044 -0.020
C -7.3087 -10.1536 -17.6143 -0.721 -0.906 0.609 -0.146
C -5.9925 -9.9962 -18.1252 -0.715 0.061 -0.224 -0.016
C -4.9132 -10.0725 -17.3135 0.567 -0.058 0.821 -0.035
C -5.1567 -10.3466 -15.9243 0.232 0.281 -1.024 -0.144
C -6.3988 -10.6426 -15.4309 0.259 -0.004 1.271 -0.306
C -7.5358 -10.5031 -16.2386 1.006 0.478 -0.775 -0.283
H -10.9343 -10.3419 -16.1208 1.028 -0.188 -0.843 0.105
H -10.5634 -9.9438 -18.6071 0.322 -0.288 0.130 0.122
H -8.3074 -9.9864 -19.5303 0.253 0.191 -0.391 0.121
H -5.9803 -9.7748 -19.1810 0.550 -0.020 -0.168 0.123
H -3.8705 -9.9554 -17.6446 -0.694 0.105 -0.019 0.125
H -4.3198 -10.2197 -15.2502 0.337 -0.420 0.041 0.075
Cl -1.1212 -13.6487 -12.0506 -0.652 0.696 0.122 0.648
C -2.6698 -11.5790 -12.9324 0.162 0.139 -0.448 -0.226
H -2.8157 -12.3154 -13.7257 0.063 0.080 -0.021 0.091
H -1.7869 -10.9804 -13.2265 -0.161 -0.467 0.404 0.154
O -6.4589 -9.4696 -12.8871 -1.516 2.113 -0.416 -0.286
C -6.9444 -8.2831 -13.1861 -0.010 -1.269 0.944 -0.332
C -6.1485 -7.3581 -14.0316 1.116 0.051 -0.567 -0.091
C -6.9475 -6.7064 -15.1560 -0.769 -0.594 -0.616 -0.179
C -7.9589 -5.6429 -14.7343 1.161 1.530 0.035 -0.202
C -9.1390 -6.0182 -13.8411 -0.097 0.291 -0.355 -0.177
C -8.6135 -6.5299 -12.5106 -0.622 0.040 -0.042 -0.135
N -8.1237 -7.9094 -12.6880 0.999 -1.326 0.250 0.120
H -5.2544 -7.8815 -14.4678 -0.980 0.214 0.606 0.133
H -5.7397 -6.5598 -13.4001 -0.015 -0.040 0.177 0.147
H -7.4447 -7.4855 -15.7716 0.149 0.158 0.399 0.123
H -6.2597 -6.2315 -15.8589 0.152 -0.010 0.249 0.127
H -8.2775 -5.1771 -15.6725 -0.314 -0.012 0.253 0.120
H -7.3308 -4.8297 -14.2216 -0.991 -0.874 -0.467 0.144
H -9.7510 -6.7997 -14.3207 0.063 0.261 0.163 0.122
H -9.7802 -5.1287 -13.6891 0.336 -0.449 -0.040 0.131
H -9.4195 -6.5997 -11.7268 1.020 0.276 -0.702 0.149
H -7.7679 -5.8745 -12.2107 -0.610 -0.519 0.292 0.139
H -8.7107 -8.6670 -12.3109 0.597 0.488 -0.084 0.118

---

(3)
98
Properties=species:S:1:pos:R:3:forces:R:3:lowdin_charge:R:1 method="wB97M-V/def2-TZVPD" spin_multiplicity=1 charge=+1 homo_ev=-9.34
C -6.8221 3.8655 1.4282 0.073 0.432 -0.193 -0.056
N -6.4511 2.4657 1.5266 0.305 -0.043 -0.169 -0.180
C -7.2729 1.6740 2.4220 -0.020 -0.277 0.130 -0.055
C -5.2530 1.9993 1.0595 -0.199 -0.077 0.108 -0.209
C -4.8507 0.6524 1.2947 0.017 0.088 0.058 -0.007
C -3.5795 0.2228 0.9547 0.207 0.326 0.102 -0.024
C -2.6124 1.1056 0.3898 -0.605 0.106 -0.736 -0.222
C -1.2054 0.7687 0.3756 -0.358 0.785 1.024 -0.007
C -0.2092 1.7408 0.2827 0.246 -0.010 -0.360 -0.024
C 1.1125 1.7079 0.8278 0.427 -0.311 -0.304 -0.064
C 1.8445 2.9668 1.0042 -0.230 0.075 -0.167 -0.178
C 1.1434 4.1809 1.2048 0.386 0.094 0.169 -0.015
C 1.8005 5.3647 1.4885 0.086 -0.180 -0.051 -0.006
C 3.2238 5.4133 1.5310 0.272 -0.194 0.499 -0.206
N 3.8716 6.5242 1.9904 -0.277 -0.186 -0.257 -0.187
C 5.3136 6.6739 1.9216 0.055 -0.169 -0.175 -0.047
C 3.1240 7.6190 2.5816 -0.316 -0.089 -0.129 -0.051
C 3.9486 4.2247 1.2044 -0.425 -0.091 -0.052 0.002
C 3.2630 3.0377 0.9865 0.065 0.252 0.180 -0.027
C 1.7201 0.4635 1.2627 0.648 0.187 0.208 -0.169
C 1.2910 -0.7509 0.6970 -0.752 -0.079 0.362 -0.078
C 1.5114 -1.9674 1.2934 0.278 0.006 -0.073 0.003
C 2.5210 -2.0639 2.2904 0.434 -0.185 -0.343 -0.203
N 3.0759 -3.2694 2.6063 -0.394 0.186 0.231 -0.185
C 4.4128 -3.3286 3.1529 0.365 0.289 0.188 -0.057
C 2.5962 -4.5093 2.0273 -0.186 0.015 -0.112 -0.050
C 3.0755 -0.8609 2.8144 -0.080 0.320 -0.242 -0.006
C 2.6716 0.3735 2.3281 -0.246 -0.338 -0.083 -0.003
C -3.1030 2.3801 -0.0221 -0.279 0.018 0.483 -0.011
C -4.3690 2.8332 0.3180 0.271 -0.015 -0.075 -0.001
H -6.7924 4.2174 0.3853 -0.073 -0.104 0.327 0.092
H -7.8519 3.9662 1.8030 0.517 0.126 -0.277 0.088
H -6.1579 4.5140 2.0301 -0.233 -0.206 -0.182 0.104
H -6.7259 1.4145 3.3398 -0.136 -0.035 -0.138 0.102
H -8.1447 2.2755 2.6973 0.213 -0.342 -0.029 0.085
H -7.6228 0.7546 1.9363 0.044 0.140 0.140 0.095
H -5.5508 -0.0189 1.8000 0.433 0.156 -0.284 0.103
H -3.2950 -0.8050 1.1843 -0.003 0.243 -0.006 0.119
H -0.9943 -0.2392 0.7352 0.051 0.419 0.068 0.099
H -0.4723 2.6979 -0.1885 -0.045 -0.450 0.492 0.104
H 0.0560 4.1753 1.2217 0.202 0.015 0.021 0.114
H 1.2224 6.2622 1.7112 0.153 -0.418 -0.083 0.098
H 5.8266 5.7936 2.3346 -0.041 0.360 0.034 0.086
H 5.6409 6.8077 0.8779 0.026 -0.016 0.285 0.103
H 5.5698 7.5710 2.4977 0.196 -0.449 -0.212 0.087
H 2.6749 7.3172 3.5422 0.047 0.095 -0.255 0.105
H 3.8254 8.4347 2.7659 -0.393 0.001 -0.088 0.085
H 2.3186 7.9374 1.8997 0.363 0.228 0.342 0.088
H 5.0433 4.2279 1.1862 -0.564 -0.024 -0.043 0.104
H 3.8489 2.1306 0.8306 -0.232 0.277 -0.164 0.119
H 0.7114 -0.7149 -0.2262 0.105 -0.075 0.480 0.037
H 0.9663 -2.8434 0.9414 0.551 0.210 -0.238 0.095
H 5.0917 -2.6809 2.5733 -0.084 -0.228 0.181 0.102
H 4.4517 -3.0110 4.2045 0.000 -0.139 -0.212 0.096
H 4.7546 -4.3635 3.0804 0.084 0.278 0.114 0.088
H 1.4960 -4.5052 2.0210 0.464 -0.302 -0.024 0.089
H 2.9865 -4.6533 1.0004 -0.278 0.050 0.268 0.092
H 2.9747 -5.3302 2.6507 -0.392 0.168 -0.233 0.094
H 3.8229 -0.9096 3.6098 -0.293 0.048 -0.342 0.108
H 3.1135 1.2722 2.7658 -0.412 -0.302 -0.034 0.118
H -2.4431 3.0428 -0.5775 -0.185 -0.041 0.146 0.111
H -4.6910 3.8511 0.0632 0.318 -0.572 0.001 0.105
C 3.2091 -4.0746 -2.4434 0.168 0.098 0.026 -0.044
C 2.2240 -2.9808 -2.8020 -0.682 0.666 -0.301 -0.662
C 2.7717 -1.6018 -2.4257 0.512 0.075 -0.011 -0.069
C 1.9910 -2.9918 -4.3242 0.207 0.025 -0.308 -0.070
N 0.9520 -3.1394 -2.0529 -0.370 -0.241 0.595 -0.262
C 0.3977 -4.4970 -1.8917 0.164 -0.048 0.272 -0.195
C -1.1014 -4.3030 -1.6993 -0.265 0.377 -0.014 -0.189
N -1.4138 -3.1956 -2.6054 0.033 -1.012 0.214 -0.296
C -2.7720 -2.8725 -2.9886 -0.268 0.358 -0.200 -0.673
C -3.5738 -4.1094 -3.3779 -0.127 -0.052 -0.182 -0.045
C -2.7064 -1.9337 -4.1916 -0.316 0.066 -0.302 -0.074
C -3.4774 -2.1477 -1.8571 -0.453 0.155 0.181 -0.060
P -0.2493 -2.0229 -2.4884 0.363 2.100 -1.090 0.981
H -0.6944 -0.9974 -1.3640 0.393 -1.778 -0.226 -0.027
H 2.8787 -5.0523 -2.8042 0.042 0.078 0.131 0.083
H 4.1413 -3.8276 -2.9579 0.043 -0.203 0.162 0.091
H 3.3921 -4.1152 -1.3647 0.000 -0.015 -0.114 0.075
H 2.1828 -0.7809 -2.8740 0.136 -0.393 0.248 0.074
H 2.8119 -1.4779 -1.3330 0.028 -0.041 -0.357 0.068
H 3.7893 -1.5324 -2.8286 -0.103 0.196 0.110 0.087
H 1.2571 -2.2321 -4.6441 0.250 -0.368 0.255 0.054
H 2.9403 -2.7344 -4.8125 -0.164 -0.179 -0.020 0.088
H 1.6748 -3.9785 -4.6899 0.027 0.212 0.101 0.084
H 0.5899 -5.1360 -2.7732 -0.068 0.335 0.207 0.121
H 0.8512 -4.9715 -1.0109 -0.101 -0.117 -0.186 0.106
H -1.6941 -5.1812 -1.9694 0.222 0.032 0.158 0.115
H -1.3182 -4.0080 -0.6542 0.013 -0.266 -0.102 0.114
H -3.8652 -4.7084 -2.5078 0.084 0.029 -0.170 0.084
H -4.4892 -3.7648 -3.8747 0.097 -0.159 0.175 0.091
H -3.0336 -4.7308 -4.1009 0.002 0.053 0.187 0.095
H -2.0773 -1.0595 -3.9886 -0.121 -0.162 -0.127 0.048
H -2.3333 -2.4557 -5.0818 0.058 0.152 0.212 0.094
H -3.7196 -1.5774 -4.4060 0.140 -0.008 -0.051 0.088
H -2.9829 -1.1979 -1.6240 -0.108 -0.133 -0.021 0.054
H -4.5061 -1.9367 -2.1719 0.083 0.029 0.292 0.094
H -3.4936 -2.7691 -0.9557 -0.089 0.096 -0.018 0.083

---

(4)
18
Properties=species:S:1:pos:R:3:forces:R:3:lowdin_charge:R:1 method="wB97M-V/def2-TZVPD" spin_multiplicity=1 charge=+1 homo_ev=-12.75
C -3.2335 -0.2867 -1.4197 2.135 1.226 2.439 0.136
C -2.0285 0.3323 -1.0743 -1.146 -0.800 -1.299 -0.122
C -1.4011 0.0735 0.1866 0.376 0.786 0.413 -0.038
C -0.0975 0.3988 0.4978 -1.016 0.824 -3.640 -0.091
C 0.5685 0.1250 1.6509 2.244 -0.526 0.581 -0.101
N 0.0831 -0.3840 2.7401 -0.933 0.341 -0.475 0.214
P 3.3969 0.2879 -1.4316 -2.340 2.925 -1.604 0.666
H -3.6348 -0.1595 -2.3914 -0.402 0.007 -0.735 0.062
H -3.8328 -0.8258 -0.6408 0.752 0.350 -0.954 0.099
H -1.4346 0.9697 -1.7833 -0.843 -0.876 0.496 0.133
H -2.0344 -0.3421 0.9482 -0.250 -0.492 0.263 0.115
H 0.5360 0.8170 -0.3363 -0.716 -0.419 1.061 0.095
H 1.6811 0.2614 1.5591 -1.141 -0.077 0.691 0.158
H 4.4032 0.8711 -2.2577 -0.441 -0.386 -0.091 -0.134
H 0.5785 -0.5126 3.5563 1.986 -0.300 1.676 0.111
H -0.8821 -0.4851 2.9523 -1.019 -0.011 -0.562 0.131
H 4.2484 -0.2721 -0.6673 2.733 -1.831 2.611 -0.256
H 3.0836 -0.8688 -2.0891 0.022 -0.739 -0.872 -0.179

---

no.,E (eV)
1,-43632.51655
2,-68285.05439
3,-55993.46277
4,-16132.95296